Record 1
DFT (ωB97M-V with the def2-TZVPD basis set) results for a single C35H44BrClF2NO4PS molecule at a distorted geometry.

XYZ file:
```
90
Properties=species:S:1:pos:R:3:forces:R:3
C -5.553 -4.282 2.202 -0.26 0.11 0.66
C -4.776 -3.164 3.107 0.04 -1.31 -0.34
C -3.937 -2.126 2.206 -0.38 0.80 1.04
C -2.481 -1.754 2.860 -1.00 -0.80 -0.01
C -2.810 -0.751 4.033 0.69 0.83 0.77
C -1.522 -1.377 1.675 1.98 0.88 -2.28
C -0.906 0.028 1.444 1.31 -1.42 -2.08
C 0.066 0.391 0.251 -1.62 -4.21 0.09
C 0.385 -0.742 -0.794 -1.51 0.26 2.70
C 1.388 -0.285 -1.946 0.76 1.11 0.52
F 2.403 -1.296 -2.269 -1.93 1.07 0.21
C 0.700 0.352 -3.244 0.00 -0.03 -0.15
C -0.661 -0.318 -3.732 0.06 0.86 -1.30
C -0.267 -2.175 -0.644 -0.12 2.34 1.75
C 0.094 -3.193 -1.818 -0.24 0.20 -1.00
C 1.373 -4.139 -1.533 -0.39 -0.59 -0.69
C -1.181 -4.001 -2.449 0.49 0.44 -1.01
C -0.954 -4.164 -4.062 -0.76 -0.90 0.22
C -1.901 -3.212 -4.945 0.99 0.20 -1.22
C -1.187 -2.507 0.605 1.87 3.12 -1.65
P -1.847 -4.276 0.749 -1.56 -1.99 2.89
O -2.283 -4.722 2.144 1.24 1.51 -2.52
O -0.665 -5.460 0.308 -1.55 2.23 0.04
O -3.264 -4.415 -0.238 3.61 -0.98 0.41
N 0.622 1.756 0.106 -0.06 -1.02 1.26
C -0.349 2.725 -0.487 -0.36 0.82 -0.14
O -0.088 4.023 0.147 0.37 0.23 -2.78
C 0.329 4.984 -0.818 0.37 3.58 -2.47
C -0.573 6.249 -1.001 3.11 -0.92 -1.93
C -0.172 7.307 -2.069 1.80 -2.67 0.80
C 1.115 7.156 -2.927 -0.87 -2.52 2.43
C 2.059 5.914 -2.737 -4.40 1.28 2.19
C 1.613 4.865 -1.691 -1.04 1.74 -0.26
C 1.289 2.240 1.322 1.99 1.65 4.19
C 2.745 2.818 1.364 -2.68 -0.82 2.72
C 3.346 3.307 2.710 -1.84 -0.07 -0.16
C 4.862 3.858 2.730 -0.89 -1.61 1.49
Br 5.296 4.857 1.069 -0.20 -0.32 0.91
C 5.808 2.551 2.976 -0.22 -0.28 -0.68
C 6.445 1.972 1.622 0.61 -0.93 0.69
C 2.570 3.288 4.055 -2.17 -1.31 -3.26
Cl 3.258 3.884 5.634 -0.89 -0.84 -2.22
C 1.111 2.736 4.004 1.12 -0.20 -1.68
F 0.330 2.682 5.206 2.00 0.17 -3.06
C 0.495 2.224 2.685 2.67 0.53 -0.68
S -1.228 1.510 2.542 1.86 -0.53 -0.36
H -5.512 -4.035 1.090 -0.15 -0.28 1.54
H -5.121 -5.329 2.352 -0.41 1.57 -0.25
H -6.644 -4.326 2.565 1.55 0.05 -0.79
H -5.570 -2.676 3.766 1.23 -0.25 -1.01
H -4.081 -3.744 3.822 -0.91 1.05 -1.21
H -4.526 -1.129 2.249 0.97 -1.48 -0.36
H -3.870 -2.400 1.102 -0.09 0.03 1.62
H -2.009 -2.667 3.396 -0.90 1.21 -1.28
H -3.381 -1.267 4.894 0.82 0.46 -1.64
H -1.832 -0.366 4.506 -1.60 -0.46 -0.69
H -3.456 0.153 3.716 1.15 -1.43 0.37
H 2.049 0.566 -1.521 -1.29 -1.48 -0.41
H 0.504 1.476 -3.049 0.45 -1.89 0.02
H 1.471 0.335 -4.104 -1.14 -0.07 1.43
H -1.285 -0.837 -2.935 1.11 0.53 -0.97
H -1.334 0.520 -4.166 1.03 -1.33 0.69
H -0.410 -0.986 -4.637 -0.65 0.72 1.72
H 0.411 -2.584 -2.754 -0.53 -0.50 1.98
H 1.668 -4.140 -0.433 -0.28 0.03 -1.61
H 2.245 -3.837 -2.227 -1.34 -0.31 1.44
H 1.071 -5.210 -1.849 0.55 1.64 0.73
H -2.148 -3.383 -2.309 1.55 -1.21 -0.03
H -1.270 -5.068 -2.060 0.05 1.60 -0.09
H 0.157 -4.066 -4.352 -1.70 0.05 0.55
H -1.247 -5.250 -4.337 0.59 1.69 0.45
H -2.700 -3.793 -5.546 1.15 0.92 1.34
H -2.349 -2.336 -4.372 0.43 -1.40 -0.68
H -1.222 -2.742 -5.758 -1.23 -0.63 1.19
H -0.200 -5.706 1.142 -0.74 0.33 -0.57
H -3.158 -5.303 -0.674 -0.43 1.03 0.39
H -0.194 2.854 -1.626 -0.28 -0.46 1.90
H -1.418 2.412 -0.235 1.37 0.47 -0.40
H -1.515 6.333 -0.345 1.70 -0.03 -1.26
H -0.866 8.216 -2.177 1.35 -1.56 0.03
H 1.358 7.956 -3.703 -0.35 -1.30 1.28
H 3.001 5.864 -3.373 -1.44 -0.26 1.18
H 2.283 3.952 -1.541 -1.11 1.38 -0.18
H 3.354 2.861 0.397 -0.95 0.03 1.74
H 5.007 4.563 3.620 -0.39 -0.87 -1.58
H 5.158 1.706 3.423 0.87 1.54 -0.64
H 6.607 2.784 3.755 -0.94 -0.18 -1.22
H 5.685 1.825 0.775 1.08 0.49 1.30
H 6.835 0.912 1.876 -0.55 1.67 -0.44
H 7.360 2.577 1.278 -1.62 -0.78 0.38
```
Positions in Å, forces in eV/Å.

Results
- HOMO-LUMO gap: 7.76 eV
- Electronic energy: -154798.4868 eV
- LUMO: -0.7 eV
- SMILES: CCC[C@H](C)c1c2c(c([C@@H](F)CC)c([C@@H](C)CCC)c1P(=O)(O)O)N(COc1ccccc1)c1cc([C@H](Br)CC)c(Cl)c(F)c1S2
- Highest occupied orbital energy: -8.42 eV
- Net charge: 0

Atom charges from the Löwdin analysis, given in e for atoms 1 to 5: C -0.13; C -0.23; C -0.18; C -0.34; C -0.14

---

Record 2
DFT (ωB97M-V with the def2-TZVPD basis set) results for a 2-piece molecular cluster, C6H14N2S overall at a distorted geometry.

XYZ file:
```
23
Properties=species:S:1:pos:R:3:forces:R:3
C -0.258 -1.799 -2.804 -0.36 1.91 -0.96
C 0.351 0.901 0.793 2.11 0.71 -0.53
C 1.159 -0.340 1.272 -2.11 0.13 0.12
C -0.860 1.232 1.641 -2.16 -0.63 -2.66
C 2.148 -0.863 0.282 -0.42 -0.78 2.54
C -2.029 0.262 1.298 1.17 -0.50 3.48
N -0.852 0.684 -2.093 0.49 -1.09 -1.74
N 2.391 -0.497 -0.860 1.12 0.97 -3.36
S -0.681 -0.311 -3.361 0.23 0.48 2.65
H 0.064 -1.897 -1.731 -0.46 -0.48 -1.47
H -0.298 -2.433 -3.718 0.33 -0.34 1.47
H 1.006 1.819 0.921 -0.20 -1.06 -0.28
H 0.248 0.788 -0.327 -0.88 0.33 1.55
H 1.755 0.024 2.082 0.35 -0.27 1.07
H 0.421 -1.158 1.659 1.56 1.17 -0.66
H -0.669 1.133 2.673 0.46 0.35 1.30
H -1.246 2.203 1.353 0.40 0.62 0.42
H 2.832 -1.620 0.680 -0.23 -0.32 0.06
H -2.138 0.166 0.272 -0.63 -0.04 -1.93
H -1.582 -0.660 1.696 -0.74 -0.48 -0.40
H -2.962 0.410 1.899 0.71 0.18 -0.82
H -0.685 1.665 -2.355 -0.38 -0.51 -0.41
H 1.884 0.293 -1.270 -0.37 -0.35 0.55
```
Positions in Å, forces in eV/Å.

Results
- HOMO-LUMO gap (alpha / beta): 8.43 / 8.43 eV
- Electronic energy: -20260.7697 eV
- LUMO (alpha / beta): -0.4 / -0.4 eV
- ΔE to the lowest compared entry with this formula, charge and spin: 221.2 kJ/mol
- Highest occupied orbital energy (alpha / beta): -8.80 / -8.80 eV
- Net charge: 0

Atom charges from the Löwdin analysis, given in e for atoms 1 to 5: C -0.35; C -0.25; C -0.18; C -0.26; C -0.30

---

Record 3
DFT (ωB97M-V with the def2-TZVPD basis set) results for C6H7BrIN3S as an isolated structure at a distorted geometry.

XYZ file:
```
19
Properties=species:S:1:pos:R:3:forces:R:3
C 1.343 -0.800 -0.230 0.10 -0.48 0.51
C 3.422 0.715 0.606 0.70 -0.26 -0.61
C 1.227 0.469 0.218 -3.37 4.51 1.18
C 3.552 -0.659 0.340 -0.09 0.13 -0.47
C -3.448 -0.943 -0.697 -0.61 0.45 1.47
C -2.700 0.140 0.124 -1.39 0.61 -1.35
N 2.237 1.283 0.592 -1.27 -2.21 -0.75
N 2.518 -1.356 -0.062 1.77 -1.13 -0.25
N -0.256 1.200 0.392 3.75 -1.88 -0.68
S -1.347 0.807 -0.867 0.47 0.38 0.02
Br 5.276 -1.524 0.282 -0.68 0.44 0.26
I 0.169 3.163 0.824 -0.96 0.70 0.00
H 0.585 -1.422 -0.654 -0.59 0.08 -0.09
H 4.268 1.383 0.634 0.29 -0.09 0.57
H -2.859 -1.465 -1.432 0.33 -0.78 0.30
H -4.219 -1.515 -0.102 1.40 0.08 -0.45
H -4.076 -0.316 -1.259 -1.04 0.59 -1.34
H -2.203 -0.082 1.024 0.19 -0.76 1.26
H -3.489 0.921 0.266 0.98 -0.37 0.41
```
Positions in Å, forces in eV/Å.

Results
- HOMO-LUMO gap: 8.50 eV
- Electronic energy: -99781.3840 eV
- LUMO: -0.2 eV
- ΔE to the lowest compared entry with this formula, charge and spin: 0.0 kJ/mol
- Highest occupied orbital energy: -8.72 eV
- Net charge: 0

Atom charges from the Löwdin analysis, given in e for atoms 1 to 5: C -0.11; C -0.15; C -0.33; C -0.70; C -0.16

---

Record 4
DFT (ωB97M-V with the def2-TZVPD basis set) results for C6H9O5Tl as an isolated structure at a distorted geometry.

XYZ file:
```
21
Properties=species:S:1:pos:R:3:forces:R:3
O 3.203 -0.362 -2.408 0.38 1.08 0.38
C 2.511 -1.337 -3.168 0.23 -0.23 -1.15
O 3.230 -2.352 -3.107 -0.43 -0.46 -0.07
H 2.769 0.492 -2.500 -0.24 -0.03 0.07
O 1.101 -1.975 -1.045 -2.38 -0.17 3.85
C 0.153 -1.819 -0.216 1.50 0.42 -5.28
C -0.322 -0.443 0.130 0.23 0.06 1.43
C -1.059 -0.475 1.481 0.01 0.21 0.07
C -2.048 0.661 1.655 -0.44 -0.03 0.11
O -1.386 1.932 1.653 0.34 -0.02 0.44
C -1.699 2.774 0.707 -0.29 -0.32 -0.66
O -0.931 3.828 0.891 0.54 0.16 0.17
H -0.627 -2.605 -0.162 0.56 -0.29 0.70
H -1.018 -0.105 -0.657 0.30 -0.31 0.02
H 0.531 0.247 0.169 -0.29 -0.12 -0.19
H -0.328 -0.475 2.302 -0.20 0.03 -0.14
H -1.642 -1.404 1.582 0.13 0.18 -0.09
H -2.558 0.576 2.623 0.09 0.05 -0.25
H -2.793 0.663 0.849 0.14 0.01 0.16
H -1.001 4.399 0.118 -0.33 -0.01 0.11
Tl 3.912 -2.221 -0.896 0.16 -0.21 0.32
```
Positions in Å, forces in eV/Å.

Results
- HOMO-LUMO gap: 6.95 eV
- Electronic energy: -21294.6825 eV
- LUMO: -0.2 eV
- ΔE to the lowest compared entry with this formula, charge and spin: 0.0 kJ/mol
- Highest occupied orbital energy: -7.13 eV
- Net charge: 0

Atom charges from the Löwdin analysis, given in e for atoms 1 to 5: O -0.26; C -0.39; O -0.33; H 0.07; O -0.14

---

Record 5
DFT (ωB97M-V with the def2-TZVPD basis set) results for C2H5NP2 as an isolated structure at a distorted geometry.

XYZ file:
```
10
Properties=species:S:1:pos:R:3:forces:R:3
C -0.511 -0.105 -1.602 0.64 -0.88 -0.04
C -0.494 -0.638 -0.249 -1.70 1.03 1.82
N -0.321 0.179 -2.706 -0.41 0.19 0.55
P 1.224 -0.994 0.488 -1.03 3.41 -0.37
P -1.357 0.965 1.168 1.52 -0.23 -3.28
H -1.237 -1.472 -0.051 0.89 1.09 -0.58
H 1.735 -1.563 -0.612 0.66 -1.22 -1.54
H 1.596 0.353 -0.173 0.08 -1.62 1.35
H -1.598 -0.148 1.820 -0.90 -2.03 1.89
H -0.093 1.041 1.766 0.26 0.26 0.20
```
Positions in Å, forces in eV/Å.

Results
- HOMO-LUMO gap: 9.75 eV
- Electronic energy: -22219.6666 eV
- LUMO: -0.3 eV
- ΔE to the lowest compared entry with this formula, charge and spin: 185.2 kJ/mol
- Highest occupied orbital energy: -10.06 eV
- Net charge: 0

Atom charges from the Löwdin analysis, given in e for atoms 1 to 5: C -0.41; C -0.70; N 0.13; P 0.75; P 0.79

---

Record 6
DFT (ωB97M-V with the def2-TZVPD basis set) results for a single C20H23NO4 molecule.

XYZ file:
```
48
Properties=species:S:1:pos:R:3:forces:R:3
C 1.928 4.732 3.367 -0.13 -0.04 -0.21
C 1.122 4.488 2.098 0.10 -0.32 -0.10
C 1.419 3.115 1.505 0.07 0.25 0.24
O 0.628 2.966 0.343 -0.11 0.07 -0.09
C 0.667 1.786 -0.328 -0.09 -0.21 -0.28
C 1.460 0.696 0.013 0.05 0.29 0.15
C 1.386 -0.468 -0.728 -0.08 0.04 -0.18
C 0.538 -0.582 -1.822 0.21 -0.04 -0.04
C 0.401 -1.951 -2.458 0.06 0.01 0.01
C -0.140 -1.977 -3.893 0.15 0.00 0.24
C -1.530 -1.443 -4.136 0.05 0.12 -0.62
O -1.847 -0.800 -5.101 0.00 0.05 0.00
O -2.434 -1.804 -3.209 -0.28 -0.25 0.54
N -0.426 -2.752 -1.568 -0.24 -0.18 -0.36
C 0.103 -3.475 -0.555 -0.52 -0.34 0.01
O 1.255 -3.846 -0.518 0.48 -0.04 0.14
C -0.898 -3.721 0.574 0.32 0.06 -0.04
C -1.028 -2.385 1.255 -0.19 0.03 0.21
C -0.060 -1.972 2.162 -0.05 -0.06 0.01
C -0.110 -0.706 2.717 0.01 0.03 0.09
C -1.123 0.169 2.364 0.00 0.06 0.06
C -2.091 -0.233 1.461 -0.06 0.09 -0.04
C -2.044 -1.501 0.911 0.01 -0.04 0.10
C -0.227 0.522 -2.177 0.12 -0.06 0.00
C -0.163 1.689 -1.445 0.07 0.19 0.22
H 2.994 4.683 3.159 0.14 0.02 0.05
H 1.691 3.985 4.122 0.02 -0.05 0.14
H 1.702 5.714 3.774 0.04 0.06 0.09
H 1.357 5.248 1.352 -0.06 0.01 -0.04
H 0.054 4.551 2.312 -0.03 0.02 -0.05
H 2.486 3.037 1.250 -0.08 -0.05 0.03
H 1.175 2.329 2.232 0.05 0.01 -0.06
H 2.132 0.736 0.855 0.05 0.04 0.11
H 1.994 -1.312 -0.440 0.07 -0.13 0.04
H 1.384 -2.437 -2.465 -0.21 0.10 -0.05
H -0.159 -3.020 -4.221 0.02 0.03 -0.01
H 0.538 -1.427 -4.547 -0.15 -0.03 -0.01
H -3.309 -1.463 -3.456 0.24 0.08 -0.18
H -1.374 -2.422 -1.470 0.12 -0.05 0.09
H -0.490 -4.472 1.250 -0.02 0.00 -0.11
H -1.853 -4.060 0.174 -0.03 -0.01 0.01
H 0.741 -2.648 2.424 0.10 -0.09 0.03
H 0.647 -0.402 3.426 0.07 0.03 0.06
H -1.163 1.160 2.792 0.00 0.10 0.04
H -2.884 0.445 1.182 -0.07 0.06 -0.03
H -2.815 -1.808 0.217 -0.07 -0.05 -0.08
H -0.877 0.489 -3.037 -0.08 0.10 -0.07
H -0.759 2.546 -1.717 -0.08 0.12 -0.04
```
Positions in Å, forces in eV/Å.

Results
- HOMO-LUMO gap: 8.82 eV
- Electronic energy: -30794.6268 eV
- LUMO: 0.5 eV
- ΔE to the lowest compared entry with this formula, charge and spin: 53.7 kJ/mol
- SMILES: CCCOc1ccc([C@H](CC(=O)O)NC(=O)Cc2ccccc2)cc1
- Highest occupied orbital energy: -8.34 eV
- Net charge: 0

Atom charges from the Löwdin analysis, given in e for atoms 1 to 5: C -0.11; C -0.23; C -0.23; O -0.04; C -0.27